1.
Molecular formula: C2H4N2O2
Method: DFT, ωB97M-V/def2-TZVPD

```
10
Properties=species:S:1:pos:R:3:nbo_charge:R:1
N -1.33235 -0.37511 0.07177 -0.664
N 0.04388 -0.06121 -0.03722 -0.370
C 0.45774 1.30673 -0.11198 0.516
O 1.61482 1.66597 0.12883 -0.514
C 0.89264 -1.19977 0.01069 0.537
O 2.09530 -1.22916 -0.01243 -0.512
H -1.84580 -0.04118 -0.75004 0.371
H -1.73399 -0.07018 1.01042 0.372
H -0.39033 2.09045 -0.31310 0.133
H 0.19809 -2.08654 0.00305 0.131
```

The calculation puts the energy above the lowest of the compared OMol25 structures with the same formula, charge and spin at 249.6 kJ/mol. Its HOMO energy is -0.3692 hartree. Its HOMO-LUMO gap is 10.59 eV. Its SMILES is NN(C=O)C=O. The lowest unoccupied orbital energy is 0.545 eV. The net charge is 0. The multiplicity is 1.

---

2.
Molecular formula: C14H33BGaO25S6
Method: DFT, ωB97M-V/def2-TZVPD

```
80
Properties=species:S:1:pos:R:3:mulliken_charge:R:1
C 3.79489 4.55797 -0.99194 -0.746
C 3.27383 3.39029 -2.02085 -0.496
B 3.08409 1.90258 -1.34733 -0.043
O 2.09743 0.98105 -2.01287 -0.401
Ga 4.08963 1.14493 0.29789 0.470
H 4.97879 4.55713 -0.84531 0.254
H 3.23911 4.59078 0.03757 0.234
H 3.55596 5.59756 -1.52840 0.225
H 4.08359 3.27223 -2.88242 0.230
H 2.23867 3.71533 -2.51287 0.190
H 2.23577 1.20378 -3.00025 0.210
H 3.07858 0.99010 1.56553 -0.337
H 4.52913 -0.38245 -0.06392 -0.334
H 5.37190 2.05767 0.65454 -0.338
C 4.22599 9.27677 0.40491 -0.317
C 4.77030 9.76078 1.74624 -0.359
O 4.65000 8.64298 2.62308 -0.298
S 4.84190 7.27107 1.76200 1.089
O 6.21381 6.83681 1.90492 -0.554
O 3.71233 6.40835 2.01927 -0.484
O 4.66776 7.92612 0.27927 -0.263
H 3.13122 9.27890 0.39991 0.292
H 4.59402 9.87765 -0.43101 0.289
H 4.21598 10.61792 2.13587 0.300
H 5.83211 10.01813 1.67093 0.293
C 0.26107 -0.89187 0.44271 -0.229
C 0.94207 -1.61877 1.59925 -0.403
O -0.11158 -2.27794 2.29789 -0.284
S -1.27050 -2.70191 1.23131 1.142
O -1.06635 -4.08719 0.87013 -0.583
O -2.53579 -2.18990 1.70386 -0.573
O -0.76551 -1.77312 -0.00975 -0.212
H -0.21148 0.03505 0.78340 0.223
H 0.95651 -0.66724 -0.37041 0.231
H 1.47688 -0.93565 2.26340 0.328
H 1.63364 -2.38399 1.23115 0.257
C -2.05184 -0.01197 4.70006 0.094
C -1.55803 -0.48067 6.06614 -0.284
O -0.33605 0.22134 6.28225 -0.311
S -0.42951 1.68181 5.56203 1.069
O -0.80160 2.65597 6.56388 -0.573
O 0.71752 1.83964 4.69843 -0.476
O -1.73756 1.37818 4.63753 -0.331
H -1.51528 -0.51916 3.89172 -0.068
H -3.12695 -0.16585 4.57465 0.320
H -1.39403 -1.56030 6.10182 0.270
H -2.25749 -0.19272 6.85808 0.292
C -1.77568 -1.74319 -3.51238 0.011
C -0.82331 -2.85846 -3.93533 -0.270
O -0.78598 -2.79731 -5.35928 -0.343
S -0.97922 -1.24711 -5.82828 1.131
O 0.32913 -0.68630 -6.08290 -0.558
O -2.05969 -1.19055 -6.78525 -0.519
O -1.51542 -0.66091 -4.40464 -0.305
H -2.81970 -2.04673 -3.64051 0.129
H -1.61264 -1.43157 -2.47720 0.118
H -1.15945 -3.84260 -3.60030 0.340
H 0.18984 -2.67392 -3.56275 0.302
C -1.33741 -6.54801 3.82836 -0.091
C 0.18458 -6.63394 3.90503 -0.349
O 0.55352 -5.77070 4.97810 -0.301
S -0.63030 -5.78435 6.10007 1.052
O -0.25688 -6.71869 7.13867 -0.561
O -1.01851 -4.41975 6.37131 -0.455
O -1.78397 -6.47950 5.18154 -0.335
H -1.65530 -5.63309 3.31805 0.102
H -1.77503 -7.41474 3.32583 0.295
H 0.66674 -6.32162 2.97565 0.332
H 0.50966 -7.64806 4.16042 0.292
C -5.65519 -1.69228 -7.37378 -0.303
C -4.97419 -2.41918 -6.21724 -0.111
O -6.02784 -3.07835 -5.51860 -0.313
S -7.18676 -3.50232 -6.58518 1.084
O -6.98261 -4.88760 -6.94636 -0.546
O -8.45205 -2.99032 -6.11263 -0.536
O -6.68176 -2.57354 -7.82624 -0.322
H -6.12774 -0.76536 -7.03309 0.325
H -4.95975 -1.46765 -8.18690 0.272
H -4.43938 -1.73606 -5.55309 0.171
H -4.28261 -3.18440 -6.58534 0.254
```

The calculation puts the energy above the lowest of the compared OMol25 structures with the same formula, charge and spin at 232.2 kJ/mol. Its HOMO energy is -0.1639 hartree. Its HOMO-LUMO gap is 6.15 eV. The lowest unoccupied orbital energy is 1.685 eV. The net charge is -1. The multiplicity is 1.

---

3.
Molecular formula: C2H5NO2
Method: DFT, ωB97M-V/def2-TZVPD

```
10
Properties=species:S:1:pos:R:3:nbo_charge:R:1
C 1.60509 1.27333 1.23594 -0.317
N 2.51693 1.45893 0.34497 -0.996
H 1.12881 1.49801 2.22705 0.096
H 1.25623 0.11466 0.97657 -0.008
H 3.40042 1.34348 0.67384 0.290
H -0.64962 -1.92938 0.65375 0.468
O -2.28045 -0.32495 -1.16611 -0.570
C -1.31192 -1.05431 -0.92455 0.644
O -0.64163 -0.98904 0.22927 -0.683
H -1.13676 -2.04150 -1.31964 0.075
```

The calculation puts the energy above the lowest of the compared OMol25 structures with the same formula, charge and spin at 481.2 kJ/mol. Its HOMO energy (alpha / beta) is 0.0087 / -0.0356 hartree. Its HOMO-LUMO gap (alpha / beta) is 3.16 / 4.22 eV. The lowest unoccupied orbital energy (alpha / beta) is 3.395 / 3.253 eV. The net charge is -1. The multiplicity is 2.

---

4.
Molecular formula: C27H46AlBN6O4S
Method: DFT, ωB97M-V/def2-TZVPD

```
86
Properties=species:S:1:pos:R:3:mulliken_charge:R:1
Al 0.01835 -0.32466 0.22602 -1.740
C 0.04255 -1.06574 4.02371 -1.038
C -1.24017 -0.34958 3.59110 1.195
C -2.13001 -0.05371 4.79373 -2.025
C -0.90022 0.90355 2.84587 -0.702
C -1.18328 2.22134 3.19259 -0.337
C -0.60284 3.02016 2.22203 -0.178
C -0.81250 4.50252 2.07423 0.110
C 0.43385 5.37312 2.22632 -1.223
C -1.56175 4.79439 0.77072 -1.119
N 0.03514 2.21291 1.35816 0.807
N -0.17744 0.90886 1.71646 1.175
B 1.07862 2.43918 0.24134 0.366
N 2.25600 1.42626 0.44497 0.882
N 1.96927 0.14692 0.03152 0.490
C 3.12790 -0.50050 -0.12759 -0.458
C 4.16583 0.35253 0.23502 -0.966
C 3.58840 1.55427 0.60810 0.098
C 4.36105 2.74956 1.11828 0.972
C 5.45631 2.26034 2.07520 -1.638
C 3.53910 3.83117 1.81174 -1.111
C 3.34037 -1.87614 -0.70573 0.385
C 3.35678 -2.98032 0.35508 -1.435
C 2.42082 -2.18410 -1.88798 -1.519
N 0.44628 2.08716 -1.13016 0.578
N -0.27358 0.92528 -1.30843 0.481
C -0.59757 0.86509 -2.61333 -0.216
C -0.07936 1.98495 -3.25856 -0.964
C 0.59136 2.72139 -2.30532 0.186
C 1.40524 3.95815 -2.59201 0.169
C 0.86797 5.25332 -1.98220 -1.558
C 2.89264 3.75912 -2.28528 -1.363
C -1.37847 -0.18908 -3.35310 0.727
C -0.50136 -0.78186 -4.46383 -1.300
C -1.96523 -1.30075 -2.51211 -1.537
H -0.20750 -2.00924 4.50673 0.369
H 0.61086 -0.44574 4.72242 0.379
H 0.67745 -1.29919 3.16874 0.044
H -1.78068 -1.00980 2.91465 0.104
H -1.61892 0.58475 5.51901 0.355
H -2.38796 -0.98644 5.29443 0.465
H -3.05894 0.43599 4.49738 0.406
H -1.76374 2.56162 4.03194 0.613
H -1.47925 4.75663 2.90211 0.426
H 1.09385 5.28500 1.36742 -0.010
H 0.99916 5.11016 3.12090 0.358
H 0.13575 6.41948 2.30821 0.505
H -0.98564 4.46286 -0.09290 0.030
H -1.74499 5.86523 0.66806 0.378
H -2.52071 4.27576 0.75013 0.377
H 1.43897 3.55991 0.21956 -0.887
H 5.21392 0.11120 0.21344 0.533
H 4.85909 3.19945 0.25205 0.238
H 5.00902 1.79343 2.95472 0.368
H 6.05970 3.10613 2.40579 0.471
H 6.12165 1.53607 1.61015 0.323
H 2.81218 3.39688 2.50118 0.215
H 3.00563 4.45958 1.10483 0.066
H 4.20418 4.47685 2.38646 0.507
H 4.35661 -1.81724 -1.10965 0.598
H 2.37575 -3.10778 0.80425 0.209
H 4.07708 -2.74659 1.14095 0.386
H 3.65244 -3.92441 -0.10522 0.410
H 1.39625 -2.35957 -1.56896 0.177
H 2.76630 -3.08863 -2.39120 0.496
H 2.43728 -1.36689 -2.61302 0.344
H -0.17644 2.22696 -4.30301 0.536
H 1.31725 4.06522 -3.67642 0.511
H 0.99473 5.27830 -0.90118 0.227
H -0.19106 5.38732 -2.20558 0.353
H 1.41200 6.10200 -2.39983 0.519
H 3.07893 3.75223 -1.21277 0.043
H 3.47095 4.57574 -2.72072 0.550
H 3.25973 2.81893 -2.69953 0.342
H -2.19926 0.35682 -3.83148 0.418
H 0.33912 -1.32568 -4.02780 0.112
H -0.10385 -0.01915 -5.13290 0.405
H -1.08547 -1.48633 -5.05652 0.439
H -1.18523 -1.92548 -2.07809 0.124
H -2.56695 -1.95802 -3.14084 0.509
H -2.59180 -0.93354 -1.70414 0.346
O -1.45543 -3.44093 -0.40525 -0.654
S -1.07361 -2.55187 0.64977 1.047
O -1.28015 -3.01700 1.98980 -0.661
O 0.40821 -2.08224 0.45654 -0.059
O -1.65501 -1.12685 0.45427 -0.549
```

The calculation puts the energy above the lowest of the compared OMol25 structures with the same formula, charge and spin at 0.0 kJ/mol. Its HOMO energy is -0.3407 hartree. Its HOMO-LUMO gap is 9.72 eV. The lowest unoccupied orbital energy is 0.450 eV. The net charge is 0. The multiplicity is 1.

---

5.
Molecular formula: C42H50BrN7O5PSTi
Method: DFT, ωB97M-V/def2-TZVPD

```
108
Properties=species:S:1:pos:R:3:mulliken_charge:R:1
Ti -0.19739 0.37733 0.44723 -0.279
C 4.07552 7.30988 1.63047 -1.530
C 3.16933 6.12628 1.67189 0.966
C 3.38506 5.02070 0.84663 -1.147
C 2.55861 3.91508 0.90161 -0.357
C 1.48427 3.91299 1.78830 0.638
C 1.26974 4.99101 2.64988 -0.538
C 2.10323 6.08704 2.57499 -1.036
S 0.46862 2.52074 1.97997 1.252
O -0.04033 2.47561 3.31171 -0.843
O 1.24529 1.31091 1.47966 0.586
N -0.69591 2.25056 0.88149 0.631
C -1.61392 3.21418 0.46568 0.642
C -1.79762 4.45257 1.01999 -0.521
C -2.75336 5.32893 0.45892 -1.110
C -3.51037 4.96377 -0.61869 -0.906
C -3.35690 3.67805 -1.19117 1.018
C -4.10663 3.20104 -2.28816 -1.013
C -3.89006 1.92861 -2.74123 -1.487
C -2.92967 1.13013 -2.09815 -0.130
N -2.20271 1.53642 -1.08243 0.786
C -2.40537 2.79958 -0.63468 -0.458
H 4.78067 7.25045 0.80611 0.377
H 4.64064 7.37714 2.56120 0.349
H 3.50119 8.23040 1.53679 0.393
H 4.22883 5.02067 0.17074 0.404
H 2.79906 3.04369 0.30895 0.280
H 0.47365 4.95755 3.37994 0.578
H 1.94003 6.92322 3.24027 0.457
H -1.23360 4.77635 1.88527 0.520
H -2.88241 6.30510 0.90371 0.465
H -4.23960 5.64373 -1.03574 0.499
H -4.84655 3.83981 -2.75218 0.514
H -4.44529 1.52713 -3.57645 0.558
H -2.76774 0.11624 -2.43900 0.700
Br 0.70950 -8.14804 -3.29801 -0.102
C 0.61519 -6.30772 -2.94394 -0.211
C 0.07908 -5.44387 -3.89917 -0.817
C 0.01244 -4.09111 -3.64301 -0.740
C 0.45819 -3.57713 -2.41642 0.137
C 1.05240 -4.44317 -1.50071 0.523
C 1.11851 -5.80235 -1.74973 -1.154
N 0.44490 -2.20769 -2.07596 1.024
C -0.15918 -1.36587 -2.81360 -0.694
C 0.03925 0.08349 -2.69414 0.217
C -0.13467 0.79378 -3.88552 -0.939
C 0.22173 2.12273 -3.97167 -1.096
C 0.78446 2.71607 -2.85126 -0.934
C 0.87505 1.98108 -1.68745 -1.283
N 0.48126 0.69704 -1.56857 1.320
H -0.26167 -5.83391 -4.84721 0.469
H -0.35119 -3.45024 -4.43163 0.434
H 1.50251 -4.04588 -0.60760 0.531
H 1.57927 -6.46831 -1.03433 0.522
H -0.72137 -1.64539 -3.70703 0.177
H -0.51447 0.27284 -4.75310 0.629
H 0.09738 2.67105 -4.89426 0.521
H 1.14516 3.73349 -2.86630 0.651
H 1.30502 2.42784 -0.80187 0.921
C -2.96596 -4.12548 -0.61241 -1.418
C -3.60134 -2.73199 -0.74585 1.835
C -4.75002 -2.55165 0.25846 -1.746
C -4.07923 -2.48683 -2.18270 -1.518
C -2.57030 -1.75386 -0.39759 -0.395
N -1.76449 -0.99305 -0.08773 0.559
H -3.74805 -4.87067 -0.75316 0.517
H -2.53360 -4.27313 0.37495 0.286
H -2.19730 -4.28760 -1.36748 0.230
H -5.54053 -3.25531 -0.00162 0.468
H -5.16622 -1.54653 0.21416 0.402
H -4.42581 -2.76817 1.27524 0.370
H -4.80364 -3.26089 -2.43355 0.466
H -3.25831 -2.55531 -2.89544 0.230
H -4.57235 -1.52124 -2.28283 0.381
C 4.88654 -1.11363 -0.79120 -1.432
C 3.44087 -1.17387 -1.22162 0.194
O 2.67812 -2.00874 -0.31627 -0.124
P 1.67653 -1.47840 0.77680 1.252
O 1.11455 -2.83958 1.35110 -0.697
C -0.21396 -3.40050 1.41500 0.863
C -0.10877 -4.75263 2.08031 -1.720
O 2.56603 -0.91659 1.95341 -0.087
C 3.60741 -1.72578 2.60969 -0.301
C 4.49728 -0.79405 3.38983 -1.380
H 5.45529 -0.52698 -1.51072 0.484
H 5.31947 -2.11091 -0.75501 0.327
H 4.98924 -0.64526 0.18572 0.224
H 3.32567 -1.64621 -2.19789 0.370
H 2.98617 -0.17861 -1.26009 -0.125
H -0.60268 -3.47628 0.39559 -0.350
H -0.84956 -2.72291 1.99274 0.275
H 0.57045 -5.40580 1.53853 0.330
H -1.08821 -5.22846 2.10532 0.396
H 0.24972 -4.65570 3.10249 0.394
H 4.15215 -2.27130 1.83805 0.380
H 3.09752 -2.44509 3.25179 0.259
H 5.00566 -0.09238 2.73147 0.268
H 5.25357 -1.37548 3.91564 0.459
H 3.92567 -0.23292 4.12733 0.308
N -2.19828 0.03707 4.15887 0.019
C -1.02488 -0.52663 4.58266 -1.018
C -0.25705 -0.67417 3.47295 -0.729
N -0.95770 -0.21509 2.37509 1.544
C -2.12297 0.22077 2.83901 -1.156
H -2.97654 0.30118 4.74559 0.282
H -0.84157 -0.76535 5.61346 0.480
H 0.74235 -1.05780 3.39051 0.492
H -2.90798 0.66812 2.25039 0.487
```

The calculation puts the energy above the lowest of the compared OMol25 structures with the same formula, charge and spin at 196.8 kJ/mol. Its HOMO energy is -0.5433 hartree. Its HOMO-LUMO gap is 5.27 eV. The lowest unoccupied orbital energy is -9.515 eV. The net charge is +3. The multiplicity is 1.

---

6.
Molecular formula: C15H25Br2N3O2PS4Sn
Method: DFT, ωB97M-V/def2-TZVPD

```
53
Properties=species:S:1:pos:R:3:nbo_charge:R:1
Sn 0.51272 0.48418 0.37207 1.224
Br -1.51350 2.82127 1.78615 0.105
C -0.21640 4.24005 1.64650 -0.522
Br 1.05629 3.91328 0.23739 0.101
H 0.32044 4.29900 2.58334 0.247
H -0.74340 5.15729 1.42012 0.253
C -1.33733 -4.36991 4.01639 -0.633
C -0.92402 -3.12191 3.28578 -0.056
O -0.88986 -3.43523 1.85067 -0.834
P -0.68451 -2.40376 0.70106 1.807
S -1.76743 -0.73343 0.96809 -0.558
S 1.24933 -1.86360 0.46213 -0.473
O -1.08045 -3.19207 -0.58769 -0.840
C -2.18139 -4.16999 -0.62605 -0.056
C -2.67853 -4.24765 -2.04298 -0.629
H -1.43485 -4.14202 5.07783 0.242
H -0.59639 -5.15884 3.89969 0.231
H -2.29921 -4.72986 3.65341 0.226
H 0.07516 -2.79171 3.56997 0.197
H -1.62930 -2.30496 3.43067 0.197
H -2.95980 -3.85218 0.06772 0.189
H -1.76919 -5.11491 -0.28124 0.213
H -3.05075 -3.28036 -2.38425 0.203
H -3.49804 -4.96448 -2.09492 0.245
H -1.88898 -4.57743 -2.71630 0.234
C -4.17890 0.87576 -1.99591 -0.448
N -2.76375 0.55902 -1.84180 -0.537
C -1.77819 1.39575 -2.09670 0.400
S -0.12083 0.80133 -2.03431 -0.240
N -2.04762 2.62952 -2.48627 -0.537
C -1.10688 3.67205 -2.90237 -0.417
H -4.75342 -0.02544 -1.80912 0.252
H -4.38708 1.21097 -3.01321 0.224
H -4.49286 1.63892 -1.28101 0.221
H -2.49760 -0.35344 -1.50552 0.443
H -3.02495 2.87453 -2.56118 0.420
H -0.09405 3.29439 -2.84056 0.236
H -1.21396 4.53661 -2.25122 0.224
H -1.32394 3.96326 -3.92794 0.234
S 4.66828 0.32562 -1.98590 0.570
C 3.02901 0.15105 -1.60555 -0.107
N 2.64575 0.67827 -0.47070 -0.603
C 3.72359 1.25931 0.20939 0.168
C 3.68971 1.86011 1.46951 -0.246
C 4.86038 2.37154 1.97746 -0.163
C 6.06268 2.29048 1.25443 -0.176
C 6.11234 1.68485 0.02094 -0.185
C 4.92377 1.16429 -0.49300 -0.253
H 2.35898 -0.37761 -2.26971 0.252
H 2.76988 1.90814 2.03961 0.220
H 4.85945 2.84272 2.95085 0.238
H 6.96783 2.70049 1.68089 0.246
H 7.04176 1.60674 -0.52667 0.249
```

The calculation puts the energy above the lowest of the compared OMol25 structures with the same formula, charge and spin at 0.0 kJ/mol. Its HOMO energy (alpha / beta) is -0.5252 / -0.5270 hartree. Its HOMO-LUMO gap (alpha / beta) is 8.88 / 5.68 eV. The lowest unoccupied orbital energy (alpha / beta) is -5.411 / -8.662 eV. The net charge is +2. The multiplicity is 2.